A cluster of 5 separate species, C6H22O8 in total in a non-equilibrium geometry. Source: the OMol25 dataset; level of theory: ωB97M-V/def2-TZVPD.

E_LUMO   0.411 eV
ΔE to the lowest compared entry with this formula, charge and spin   35.6 kcal per mole
Largest force on an atom   0.068 hartree/bohr
Net charge   0
SMILES string   OCCO.OCCO.OCCO.O.O
E   -22956.3504 eV
Frontier orbital gap   10.4 eV

Bonds (Å) are listed after each position.
Geometry (Å):
1 O -6.26 0.76 -1.87  C2 1.443, H5 0.960
2 C -5.59 -0.47 -2.24  O1 1.443, C3 1.486, H6 1.090, H7 1.090
3 C -4.20 -0.38 -1.73  C2 1.486, O4 1.443, H8 1.090, H9 1.090
4 O -4.03 -0.28 -0.30  C3 1.443, H10 0.960
5 H -6.09 1.28 -2.66  O1 0.960
6 H -6.08 -1.23 -1.64  C2 1.090
7 H -5.66 -0.53 -3.33  C2 1.090
8 H -3.63 0.45 -2.14  C3 1.090
9 H -3.69 -1.29 -2.01  C3 1.090
10 H -4.66 0.39 -0.01  O4 0.960
11 O 1.46 -1.27 0.54  C12 1.488, H15 0.960
12 C 0.68 -2.53 0.64  O11 1.488, C13 1.500, H16 1.090, H17 1.090
13 C 0.78 -3.06 2.04  C12 1.500, O14 1.474, H18 1.090, H19 1.090
14 O 2.19 -3.13 2.43  C13 1.474, H20 0.960
15 H 2.35 -1.55 0.78  O11 0.960
16 H -0.32 -2.37 0.25  C12 1.090
17 H 1.01 -3.21 -0.15  C12 1.090
18 H 0.37 -4.07 2.15  C13 1.090
19 H 0.22 -2.31 2.61  C13 1.090
20 H 2.12 -2.98 3.38  O14 0.960
21 O 3.11 3.25 0.72  C22 1.366, H25 0.960
22 C 3.16 1.95 0.32  O21 1.366, C23 1.572, H26 1.090, H27 1.090
23 C 4.33 1.48 -0.61  C22 1.572, O24 1.433, H28 1.090, H29 1.090
24 O 5.62 1.31 0.00  C23 1.433, H30 0.960
25 H 3.95 3.66 0.94  O21 0.960
26 H 3.28 1.40 1.25  C22 1.090
27 H 2.22 1.59 -0.11  C22 1.090
28 H 4.31 2.12 -1.49  C23 1.090
29 H 4.20 0.46 -0.97  C23 1.090
30 H 5.82 0.37 0.03  O24 0.960
31 O 0.10 3.47 0.84  H32 0.957, H33 0.957
32 H -0.07 2.55 0.64  O31 0.957
33 H 1.04 3.58 0.68  O31 0.957
34 O -0.60 0.55 0.17  H35 0.957, H36 0.957
35 H -1.45 0.20 0.44  O34 0.957
36 H 0.02 -0.14 0.40  O34 0.957

---

A cluster of 6 separate species, C6H23ClN5O5 in total in a non-equilibrium geometry. Source: the OMol25 dataset; level of theory: ωB97M-V/def2-TZVPD.

E_LUMO   2.822 eV
ΔE to the lowest compared entry with this formula, charge and spin   0.0 kcal per mole
Largest force on an atom   0.035 hartree/bohr
Net charge   -1
E   -36810.3102 eV
Frontier orbital gap   9.0 eV

Bonds (Å) are listed after each position.
Geometry (Å):
1 Cl 0.33 -0.35 -1.87  no bonds
2 C -3.08 0.28 0.66  O3 1.216, N4 1.357, N5 1.385
3 O -3.24 -0.92 0.76  C2 1.216
4 N -1.97 0.85 0.12  C2 1.357, H6 1.017, H7 1.004
5 N -4.01 1.18 1.14  C2 1.385, H8 0.999, H9 1.002
6 H -1.38 0.26 -0.46  N4 1.017
7 H -1.96 1.84 -0.08  N4 1.004
8 H -4.86 0.86 1.56  N5 0.999
9 H -3.72 2.14 1.15  N5 1.002
10 C 2.85 -0.21 -5.03  O11 1.229, N12 1.366, N13 1.363
11 O 3.74 -0.37 -5.87  C10 1.229
12 N 3.05 -0.47 -3.70  C10 1.366, H14 1.001, H15 1.015
13 N 1.60 0.21 -5.34  C10 1.363, H16 1.000, H17 1.009
14 H 3.99 -0.43 -3.38  N12 1.001
15 H 2.25 -0.23 -3.12  N12 1.015
16 H 1.38 0.47 -6.28  N13 1.000
17 H 0.88 0.18 -4.63  N13 1.009
18 C 2.57 0.59 2.65  C19 1.535, H24 1.089, H25 1.092, H26 1.103
19 C 1.20 -0.08 2.83  C18 1.535, C20 1.513, N23 1.488, H27 1.090
20 C 0.13 0.98 2.95  C19 1.513, O21 1.404, H28 1.095, H29 1.105
21 O -1.11 0.43 3.29  C20 1.404, C22 1.403
22 C -2.00 1.44 3.68  O21 1.403, H30 1.085, H31 1.101, H32 1.100
23 N 0.97 -1.04 1.71  C19 1.488, H33 1.026, H34 1.020
24 H 2.61 1.35 1.87  C18 1.089
25 H 3.33 -0.16 2.45  C18 1.092
26 H 2.92 1.04 3.59  C18 1.103
27 H 1.22 -0.69 3.74  C19 1.090
28 H 0.11 1.64 2.07  C20 1.095
29 H 0.47 1.60 3.80  C20 1.105
30 H -2.98 1.01 3.82  C22 1.085
31 H -2.09 2.21 2.89  C22 1.101
32 H -1.63 2.00 4.55  C22 1.100
33 H 1.09 -0.55 0.82  N23 1.026
34 H 1.81 -1.62 1.66  N23 1.020
35 O -1.05 -3.18 -0.25  H36 0.967, H37 0.961
36 H -1.18 -2.33 -0.68  O35 0.967
37 H -0.27 -3.53 -0.70  O35 0.961
38 O -1.04 -2.25 -4.10  H39 0.974, H40 0.961
39 H -0.56 -1.62 -3.52  O38 0.974
40 H -0.37 -2.53 -4.74  O38 0.961

---

A cluster of 4 separate species, C6H23N2O3 in total in a non-equilibrium geometry. Source: the OMol25 dataset; level of theory: ωB97M-V/def2-TZVPD.

E_LUMO   -2.601 eV
ΔE to the lowest compared entry with this formula, charge and spin   50.1 kcal per mole
Largest force on an atom   0.064 hartree/bohr
Net charge   +1
E   -15710.7381 eV
Frontier orbital gap   9.8 eV

Bonds (Å) are listed after each position.
Geometry (Å):
1 C 0.75 -0.84 0.21  N2 1.456, C6 1.515, H9 1.080, H10 1.095
2 N 0.74 0.57 0.56  C1 1.456, C3 1.497, H11 1.021
3 C 0.79 0.81 2.04  N2 1.497, C4 1.582, C5 1.525, H12 1.086
4 C -0.34 1.90 2.21  C3 1.582, H13 1.082, H14 1.100, H15 1.129
5 C 2.08 1.49 2.50  C3 1.525, H16 1.077, H17 1.119, H18 1.109
6 C -0.29 -1.11 -0.86  C1 1.515, N7 1.562, H19 1.069, H20 1.138
7 N -1.69 -0.52 -0.50  C6 1.562, C8 1.474, H21 1.036, H22 1.040
8 C -2.44 -0.15 -1.72  N7 1.474, H23 1.099, H24 1.103, H25 1.083
9 H 1.70 -1.35 0.09  C1 1.080
10 H 0.37 -1.43 1.05  C1 1.095
11 H 1.53 1.06 0.14  N2 1.021
12 H 0.58 -0.14 2.52  C3 1.086
13 H 0.04 2.90 2.05  C4 1.082
14 H -1.15 1.67 1.51  C4 1.100
15 H -0.75 1.88 3.26  C4 1.129
16 H 2.04 2.56 2.61  C5 1.077
17 H 2.31 1.19 3.55  C5 1.119
18 H 2.99 1.03 2.07  C5 1.109
19 H 0.02 -0.75 -1.82  C6 1.069
20 H -0.61 -2.18 -1.05  C6 1.138
21 H -2.19 -1.16 0.15  N7 1.036
22 H -1.39 0.22 0.16  N7 1.040
23 H -1.96 0.71 -2.20  C8 1.099
24 H -3.32 0.45 -1.44  C8 1.103
25 H -2.55 -1.01 -2.36  C8 1.083
26 H 4.19 -1.03 -1.68  O28 0.966
27 H 3.24 -1.78 -2.53  O28 0.979
28 O 3.25 -1.03 -1.91  H26 0.966, H27 0.979
29 H -2.72 -2.71 1.37  O31 0.962
30 H -3.91 -1.84 1.99  O31 0.961
31 O -3.18 -1.86 1.37  H29 0.962, H30 0.961
32 H 0.47 1.49 -4.03  O34 0.961
33 H 1.04 0.66 -2.79  O34 0.962
34 O 0.30 1.16 -3.14  H32 0.961, H33 0.962

---

A cluster of 5 separate species, C6H23NO4 in total in a non-equilibrium geometry. Source: the OMol25 dataset; level of theory: ωB97M-V/def2-TZVPD.

E_LUMO   0.420 eV
ΔE to the lowest compared entry with this formula, charge and spin   21.4 kcal per mole
Largest force on an atom   0.036 hartree/bohr
Net charge   0
SMILES string   CNCCC(C)C.O.O.O.O
E   -16275.2018 eV
Frontier orbital gap   9.4 eV

Bonds (Å) are listed after each position.
Geometry (Å):
1 C -1.13 1.32 2.29  N2 1.489, H8 1.085, H9 1.090, H10 1.088
2 N -0.99 1.16 0.82  C1 1.489, C3 1.473, H11 1.015
3 C -0.33 -0.11 0.45  N2 1.473, C4 1.523, H12 1.095, H13 1.097
4 C -0.60 -0.55 -0.98  C3 1.523, C5 1.535, H14 1.082, H15 1.082
5 C 0.25 -1.76 -1.37  C4 1.535, C6 1.532, C7 1.513, H16 1.093
6 C -0.09 -2.08 -2.82  C5 1.532, H17 1.091, H18 1.089, H19 1.094
7 C -0.09 -2.96 -0.51  C5 1.513, H20 1.090, H21 1.091, H22 1.092
8 H -0.29 0.82 2.75  C1 1.085
9 H -2.01 0.80 2.68  C1 1.090
10 H -1.22 2.39 2.42  C1 1.088
11 H -1.93 1.29 0.46  N2 1.015
12 H -0.49 -0.88 1.21  C3 1.095
13 H 0.74 0.16 0.49  C3 1.097
14 H -1.66 -0.78 -1.03  C4 1.082
15 H -0.34 0.27 -1.64  C4 1.082
16 H 1.31 -1.47 -1.37  C5 1.093
17 H 0.47 -2.96 -3.17  C6 1.091
18 H 0.21 -1.31 -3.53  C6 1.089
19 H -1.16 -2.25 -3.00  C6 1.094
20 H 0.29 -3.86 -0.97  C7 1.090
21 H -1.16 -3.10 -0.36  C7 1.091
22 H 0.36 -2.92 0.49  C7 1.092
23 O 2.58 -0.57 1.95  H24 0.963, H25 0.963
24 H 2.21 0.32 1.94  O23 0.963
25 H 3.50 -0.39 2.16  O23 0.963
26 O -3.68 1.64 -0.69  H27 0.965, H28 0.969
27 H -3.89 0.93 -1.31  O26 0.965
28 H -4.25 1.40 0.06  O26 0.969
29 O 3.69 2.08 1.40  H30 0.965, H31 0.975
30 H 4.17 1.76 0.63  O29 0.965
31 H 2.94 2.55 1.00  O29 0.975
32 O 1.21 2.91 -0.22  H33 0.975, H34 0.958
33 H 0.51 2.38 0.20  O32 0.975
34 H 0.86 3.78 -0.44  O32 0.958